1.
Formula: C51H37I2NO8
Source: the Open Molecules 2025 dataset
Level of theory: ωB97M-V/def2-TZVPD

Output
HOMO energy, eV: -8.99
Multiplicity: 1
E, eV: -87559.91704
LUMO, eV: -1.19
Kohn-Sham gap, eV: 7.8

Element x y z (Å)
C1 -6.58 -3.05 2.91
C2 -6.81 -2.71 1.44
I1 -8.85 -2.48 1.02
C3 -5.86 -2.61 0.51
I2 -6.36 -2.37 -1.52
C4 -4.37 -2.86 0.74
C5 -4.12 -4.41 0.62
C6 -3.43 -4.94 -0.64
O1 -3.17 -6.33 -0.51
C7 -3.42 -2.04 -0.17
C8 -2.11 -1.97 0.62
C9 -2.55 -2.24 2.05
O2 -1.83 -2.30 3.02
N1 -3.95 -2.46 2.10
H1 -6.10 -2.22 3.44
H2 -5.95 -3.94 3.00
H3 -7.53 -3.23 3.41
H4 -3.53 -4.73 1.49
H5 -5.08 -4.93 0.71
H6 -2.50 -4.39 -0.87
H7 -4.09 -4.83 -1.51
H8 -2.53 -6.46 0.19
H9 -3.27 -2.48 -1.15
H10 -3.86 -1.04 -0.24
H11 -1.36 -2.69 0.31
H12 -1.69 -0.96 0.61
H13 -4.46 -1.66 2.48
C10 0.58 -2.97 5.32
C11 1.60 -3.78 5.78
C12 2.92 -3.45 5.52
C13 3.22 -2.31 4.79
C14 2.18 -1.49 4.32
C15 0.86 -1.83 4.59
C16 2.47 -0.28 3.51
O3 1.57 0.44 3.12
C17 3.89 0.03 3.20
C18 4.19 1.13 2.41
C19 5.50 1.45 2.11
C20 6.53 0.66 2.62
C21 6.25 -0.44 3.41
C22 4.93 -0.76 3.70
C23 4.65 -1.97 4.53
O4 5.55 -2.65 4.98
H14 -0.46 -3.23 5.51
H15 1.38 -4.68 6.34
H16 3.74 -4.07 5.88
H17 0.07 -1.20 4.22
H18 3.38 1.73 2.02
H19 5.72 2.31 1.49
H20 7.56 0.91 2.40
H21 7.04 -1.06 3.81
C24 -1.20 4.62 1.23
C25 -0.17 3.79 1.66
C26 1.15 4.14 1.40
C27 1.44 5.29 0.70
C28 0.40 6.11 0.24
C29 -0.92 5.77 0.52
C30 0.68 7.35 -0.54
O5 -0.22 8.06 -0.93
C31 2.11 7.67 -0.84
C32 2.39 8.79 -1.61
C33 3.71 9.12 -1.89
C34 4.74 8.32 -1.41
C35 4.46 7.20 -0.65
C36 3.14 6.87 -0.37
C37 2.86 5.65 0.44
O6 3.77 4.96 0.88
H22 -2.23 4.35 1.44
H23 -0.39 2.88 2.21
H24 1.95 3.51 1.75
H25 -1.71 6.42 0.16
H26 1.58 9.40 -1.97
H27 3.93 9.99 -2.49
H28 5.77 8.58 -1.63
H29 5.26 6.57 -0.27
C38 -3.35 0.60 -4.18
C39 -3.03 0.99 -5.47
C40 -2.00 0.35 -6.16
C41 -1.30 -0.68 -5.54
C42 -1.62 -1.06 -4.24
C43 -2.64 -0.41 -3.56
C44 -0.87 -2.14 -3.54
O7 -1.17 -2.48 -2.42
C45 0.25 -2.79 -4.28
C46 0.98 -3.79 -3.64
C47 2.02 -4.41 -4.31
C48 2.33 -4.05 -5.62
C49 1.60 -3.07 -6.26
C50 0.56 -2.43 -5.59
C51 -0.21 -1.36 -6.30
O8 0.05 -1.06 -7.44
H30 -4.16 1.10 -3.65
H31 -3.58 1.79 -5.95
H32 -1.75 0.64 -7.17
H33 -2.88 -0.73 -2.56
H34 0.73 -4.06 -2.62
H35 2.59 -5.18 -3.81
H36 3.13 -4.55 -6.14
H37 1.82 -2.78 -7.27

---

2.
Formula: C2H4S3
Source: the Open Molecules 2025 dataset
Level of theory: ωB97M-V/def2-TZVPD

Output
HOMO energy (alpha / beta), eV: -9.04 / -8.35
Multiplicity: 1
E, eV: -34640.75020
Energy above the lowest of the compared OMol25 structures with the same formula, charge and spin, kcal/mol: 80.2
LUMO (alpha / beta), eV: -1.22 / -1.60
Kohn-Sham gap (alpha / beta), eV: 7.8 / 6.7

Element x y z (Å)
C1 0.53 1.16 -0.06
C2 0.36 -0.26 -0.21
S1 0.88 0.50 -1.72
S2 1.23 -1.62 0.39
S3 -2.24 -1.21 0.05
H1 -0.29 1.81 0.18
H2 1.47 1.46 0.67
H3 0.63 -1.70 1.48
H4 -2.57 -0.14 -0.77

---

3.
Formula: C5H6O2
Source: the Open Molecules 2025 dataset
Level of theory: ωB97M-V/def2-TZVPD

Output
HOMO energy (alpha / beta), eV: -5.42 / -9.95
Multiplicity: 3
E, eV: -9369.63003
Energy above the lowest of the compared OMol25 structures with the same formula, charge and spin, kcal/mol: 71.3
LUMO (alpha / beta), eV: 1.02 / -2.51
Expectation value of S²: 2.004
Kohn-Sham gap (alpha / beta), eV: 6.4 / 7.4

Element x y z (Å)
C1 -0.45 0.17 0.03
C2 1.86 0.44 0.14
C3 -1.63 0.35 -0.24
C4 3.02 -0.51 -0.24
C5 -3.02 0.52 0.01
O1 0.76 -0.20 -0.28
O2 2.06 1.55 0.56
H1 3.87 0.07 -0.49
H2 2.62 -1.23 -1.00
H3 3.36 -1.18 0.60
H4 -3.46 -0.22 0.80
H5 -3.57 0.59 -0.97
H6 -3.09 1.37 0.55

---

4.
Formula: C5H10N
Source: the Open Molecules 2025 dataset
Level of theory: ωB97M-V/def2-TZVPD

Output
HOMO energy, eV: -14.85
SMILES: C=C(C)[N+](=C)C
Multiplicity: 1
E, eV: -6827.92563
Energy above the lowest of the compared OMol25 structures with the same formula, charge and spin, kcal/mol: 52.5
LUMO, eV: -5.14
Kohn-Sham gap, eV: 9.7
Charge: +1

Element x y z (Å)
C1 1.19 1.21 -0.90
C2 0.69 0.15 -0.24
C3 1.59 -1.00 0.00
N1 -0.84 -0.09 0.23
C4 -1.22 -1.18 0.69
C5 -1.56 1.10 -0.15
H1 0.70 2.17 -1.09
H2 2.26 1.05 -1.18
H3 1.93 -1.21 0.95
H4 2.47 -0.85 -0.65
H5 1.19 -1.89 -0.41
H6 -0.47 -1.95 0.88
H7 -2.29 -1.38 0.44
H8 -1.31 1.83 0.57
H9 -1.10 1.45 -1.14
H10 -2.58 0.82 -0.10

---

5.
Formula: CH6O2Si
Source: the Open Molecules 2025 dataset
Level of theory: ωB97M-V/def2-TZVPD

Output
HOMO energy, eV: -10.04
SMILES: OOC[SiH3]
Multiplicity: 1
E, eV: -13103.03600
Energy above the lowest of the compared OMol25 structures with the same formula, charge and spin, kcal/mol: 139.1
LUMO, eV: 0.86
Kohn-Sham gap, eV: 10.9

Element x y z (Å)
O1 2.13 -1.01 -0.21
O2 1.10 -0.58 0.68
C1 0.32 0.45 0.04
Si1 -1.52 -0.03 0.01
H1 2.80 -0.32 -0.11
H2 0.67 0.58 -0.98
H3 0.49 1.39 0.58
H4 -2.09 0.28 -1.32
H5 -1.64 -1.48 0.27
H6 -2.27 0.72 1.04

---

6.
Formula: C5H11NO
Source: the Open Molecules 2025 dataset
Level of theory: ωB97M-V/def2-TZVPD

Output
HOMO energy, eV: -8.70
SMILES: C=CCCNCO
Multiplicity: 1
E, eV: -8899.16457
Energy above the lowest of the compared OMol25 structures with the same formula, charge and spin, kcal/mol: 58.4
LUMO, eV: 1.04
Kohn-Sham gap, eV: 9.7

Element x y z (Å)
C1 -0.91 1.90 0.87
C2 -1.05 0.66 1.33
C3 -1.33 -0.57 0.45
C4 -0.77 -0.44 -0.96
N1 0.64 -0.87 -1.07
C5 1.63 -0.49 -0.14
O1 2.94 -0.68 -0.69
H1 -0.47 2.68 1.48
H2 -1.24 2.18 -0.12
H3 -1.14 0.54 2.40
H4 -2.41 -0.61 0.38
H5 -0.79 -1.36 0.95
H6 -0.83 0.52 -1.47
H7 -1.28 -1.17 -1.59
H8 0.69 -1.81 -1.42
H9 1.51 0.56 0.13
H10 1.70 -1.07 0.79
H11 3.10 0.03 -1.33

---

Repeat the sixth record exactly.
Formula: C5H11NO
Source: the Open Molecules 2025 dataset
Level of theory: ωB97M-V/def2-TZVPD

Output
HOMO energy, eV: -8.70
SMILES: C=CCCNCO
Multiplicity: 1
E, eV: -8899.16457
Energy above the lowest of the compared OMol25 structures with the same formula, charge and spin, kcal/mol: 58.4
LUMO, eV: 1.04
Kohn-Sham gap, eV: 9.7

Element x y z (Å)
C1 -0.91 1.90 0.87
C2 -1.05 0.66 1.33
C3 -1.33 -0.57 0.45
C4 -0.77 -0.44 -0.96
N1 0.64 -0.87 -1.07
C5 1.63 -0.49 -0.14
O1 2.94 -0.68 -0.69
H1 -0.47 2.68 1.48
H2 -1.24 2.18 -0.12
H3 -1.14 0.54 2.40
H4 -2.41 -0.61 0.38
H5 -0.79 -1.36 0.95
H6 -0.83 0.52 -1.47
H7 -1.28 -1.17 -1.59
H8 0.69 -1.81 -1.42
H9 1.51 0.56 0.13
H10 1.70 -1.07 0.79
H11 3.10 0.03 -1.33

---

What did the fourth record say?
Formula: C5H10N
Source: the Open Molecules 2025 dataset
Level of theory: ωB97M-V/def2-TZVPD

Output
HOMO energy, eV: -14.85
SMILES: C=C(C)[N+](=C)C
Multiplicity: 1
E, eV: -6827.92563
Energy above the lowest of the compared OMol25 structures with the same formula, charge and spin, kcal/mol: 52.5
LUMO, eV: -5.14
Kohn-Sham gap, eV: 9.7
Charge: +1

Element x y z (Å)
C1 1.19 1.21 -0.90
C2 0.69 0.15 -0.24
C3 1.59 -1.00 0.00
N1 -0.84 -0.09 0.23
C4 -1.22 -1.18 0.69
C5 -1.56 1.10 -0.15
H1 0.70 2.17 -1.09
H2 2.26 1.05 -1.18
H3 1.93 -1.21 0.95
H4 2.47 -0.85 -0.65
H5 1.19 -1.89 -0.41
H6 -0.47 -1.95 0.88
H7 -2.29 -1.38 0.44
H8 -1.31 1.83 0.57
H9 -1.10 1.45 -1.14
H10 -2.58 0.82 -0.10